ORCA calculation (the ωB97M-V functional and the def2-TZVPD basis) on a molecular structure, C30H40BrMnN3O4Se2Si2 at a distorted geometry.

* maximum force: 2.0 eV/A
* charge: -2
* expectation value of S²: 0.960
* LUMO (alpha / beta): 4.35 / 4.35 eV
* highest occupied orbital energy (alpha / beta): -1.5225 / -1.6060 eV
* gap between HOMO and LUMO (alpha / beta): 5.9 / 6.0 eV
* multiplicity: 2

```
83
Properties=species:S:1:pos:R:3:forces:R:3
Mn -0.591039 0.382306 -0.645316 -0.15 -0.79 -0.37
C 2.458361 -2.857994 0.981084 -0.20 0.59 0.24
Si 1.641961 -1.398194 1.912384 -0.08 -0.38 -0.10
C -0.007439 -2.122594 2.553584 0.38 0.36 -0.32
C 2.743161 -1.127194 3.472584 -0.32 0.02 -0.51
C 1.428661 0.161006 0.870984 -0.26 -0.07 -0.10
C 0.527461 1.168006 1.375684 0.89 -0.05 -0.12
C 0.131461 1.334906 2.723484 -0.31 0.15 0.28
C -0.556539 2.460006 3.103184 0.18 -0.41 -0.06
C -0.873039 3.425406 2.148384 0.05 0.40 -0.37
C -0.547139 3.164906 0.832684 -0.03 0.41 0.41
N 0.103161 2.071506 0.437884 -0.42 -0.11 0.11
Si 2.959261 1.050006 0.183184 0.08 0.34 0.13
C 3.767861 1.954006 1.690584 -0.19 -0.41 -0.42
C 4.326361 -0.098694 -0.509616 -0.57 0.28 0.24
C 2.735461 2.494306 -1.050316 -0.19 -0.57 0.29
H 2.958861 -3.526694 1.678984 0.08 -0.08 0.21
H 3.182361 -2.538194 0.242884 0.21 0.09 -0.20
H 1.693661 -3.425094 0.459784 -0.19 -0.04 -0.09
H 0.064161 -3.190394 2.747784 0.24 -0.19 0.03
H -0.766839 -1.991894 1.786084 -0.14 0.07 -0.11
H -0.366239 -1.649594 3.462984 -0.08 0.14 0.15
H 2.716161 -1.987994 4.133984 -0.04 -0.31 0.07
H 2.437561 -0.263294 4.053184 -0.08 0.26 0.09
H 3.771561 -0.968894 3.167984 0.33 0.06 -0.06
H 0.409961 0.585406 3.448484 0.00 -0.04 0.07
H -0.838839 2.596106 4.141384 0.00 0.04 0.00
H -1.373639 4.343206 2.416984 -0.10 0.03 -0.03
H -0.806139 3.875606 0.051384 -0.06 -0.09 0.00
H 4.351761 1.272806 2.298884 0.15 -0.23 0.23
H 2.994461 2.376106 2.326184 -0.21 0.11 0.11
H 4.421261 2.764206 1.379084 0.15 0.17 -0.17
H 4.831261 -0.627494 0.290684 0.09 -0.20 0.27
H 5.073761 0.493706 -1.027516 0.15 0.25 -0.10
H 3.948261 -0.834194 -1.208616 -0.17 -0.21 -0.21
H 2.384161 3.391006 -0.544816 -0.02 0.09 0.20
H 2.000361 2.255706 -1.811916 -0.06 -0.04 -0.12
H 3.670161 2.729606 -1.556116 0.30 -0.03 0.03
O 2.508461 -3.053294 -2.490016 0.28 -0.13 0.44
C 1.947961 -2.956894 -3.764216 -0.32 0.03 -0.49
C 0.943361 -1.797294 -3.968716 -0.01 -0.05 -0.03
C 0.748561 -1.693394 -5.501716 0.50 -0.28 0.21
O -0.256439 -0.825694 -5.936716 -0.35 0.30 -0.25
C 1.555761 -0.523394 -3.395816 -0.06 0.58 0.09
Se 0.365061 1.072906 -3.346816 -0.09 -0.28 0.34
C -0.412239 -2.111594 -3.341316 -0.30 0.06 0.57
Se -0.513639 -2.116194 -1.342816 -0.02 0.39 -0.45
H 1.777461 -3.003494 -1.850616 -0.14 0.16 0.17
H 1.433361 -3.898294 -4.025516 0.04 0.06 -0.10
H 2.792761 -2.832394 -4.455516 -0.10 0.01 -0.02
H 0.482961 -2.680394 -5.899216 0.10 -0.06 0.05
H 1.715361 -1.397994 -5.944516 0.02 -0.10 0.03
H -0.154039 -0.003394 -5.424016 -0.14 0.15 0.19
H 2.438961 -0.238194 -3.973316 0.07 -0.12 0.04
H 1.843761 -0.665894 -2.351816 0.02 -0.16 -0.25
H -0.759239 -3.095594 -3.668616 0.02 0.03 -0.07
H -1.137039 -1.362094 -3.662616 0.13 -0.18 -0.06
Br -4.132639 -2.542794 0.811484 0.08 -0.03 0.12
C -3.637339 -2.065394 2.584084 -0.13 0.05 -0.08
C -3.846739 -2.989894 3.594384 0.01 -0.08 -0.08
C -3.543639 -2.651694 4.901284 -0.02 -0.12 0.12
C -3.056739 -1.387694 5.197284 0.07 0.03 0.04
C -2.862639 -0.471894 4.180084 -0.10 -0.09 0.00
C -3.138139 -0.802894 2.859884 -0.02 0.25 -0.45
C -2.867539 0.253006 1.781184 0.10 -0.35 0.23
O -3.419539 1.341906 1.937984 -0.27 0.50 0.10
O -2.084139 -0.110294 0.873684 0.84 -0.09 -0.26
H -4.236539 -3.967294 3.344984 -0.02 -0.02 0.03
H -3.695939 -3.378994 5.688584 0.00 -0.02 0.03
H -2.821739 -1.116394 6.217184 0.01 -0.01 0.09
H -2.498939 0.523406 4.385584 0.04 0.11 0.02
N -4.084639 5.650306 -0.211316 0.10 -0.37 -0.20
C -3.771939 4.697406 -0.784216 -0.42 1.42 0.92
C -3.392339 3.580906 -1.536516 0.36 -1.23 -1.50
C -3.448439 3.621106 -2.946716 0.03 -0.19 0.81
C -3.133039 2.469506 -3.635716 -0.23 0.16 -0.13
C -2.711039 1.347806 -2.937716 0.08 -0.24 0.56
N -2.554239 1.330906 -1.598216 0.24 0.10 -0.75
C -2.941239 2.405006 -0.923416 -0.29 0.26 0.18
H -3.766739 4.523406 -3.451516 0.01 0.01 -0.03
H -3.214939 2.436306 -4.712016 0.06 -0.06 -0.05
H -2.519239 0.416806 -3.453316 0.22 0.09 0.05
H -2.947139 2.328606 0.158684 0.19 -0.08 0.12
```
Positions in Å, forces in eV/Å.


ORCA calculation (the ωB97M-V functional and the def2-TZVPD basis) on a single C6H12N6O3 molecule at a distorted geometry.

* maximum force: 4.2 eV/A
* LUMO: 0.55 eV
* energy above the lowest of the compared OMol25 structures with the same formula, charge and spin: 38.8 kcal/mol
* highest occupied orbital energy: -9.3186 eV
* gap between HOMO and LUMO: 9.9 eV

```
27
Properties=species:S:1:pos:R:3:forces:R:3
C 3.866655 -0.223373 0.304734 -0.87 -0.05 0.73
C 1.535818 -0.779727 -0.210095 1.04 0.07 2.12
C -0.589365 -1.314586 0.093494 -0.77 -0.65 0.23
C -2.945719 -1.769606 0.306155 -1.76 -2.06 1.43
C 0.021791 0.808325 0.160677 0.14 3.04 -0.56
C -1.517559 2.812002 0.452574 -0.05 -1.02 -3.90
H 3.068805 1.419224 -0.265164 -0.02 -0.26 -0.07
H 3.734115 -0.106083 1.443264 -0.53 0.35 -1.47
H 4.789997 -0.746555 0.266880 1.09 -0.11 -0.57
H 2.883299 -2.127687 0.143844 0.52 1.55 -1.05
H -1.240856 -3.053967 0.737361 -0.64 0.05 -0.54
H -3.223582 -1.324359 1.291096 0.68 0.03 -0.25
H -3.593665 -2.689926 0.253644 0.48 0.83 -0.19
H -2.517118 -0.246445 -0.632782 -1.13 -0.07 -0.31
H 0.530781 2.749629 0.239196 -0.32 -0.60 -0.10
H -1.869812 2.764657 1.446682 -0.70 -0.06 1.11
H -1.452447 3.823779 0.016832 0.62 -0.07 1.09
H -3.235188 2.320566 -0.089338 -2.26 -0.15 0.29
N 2.887433 -1.157988 -0.295422 -1.81 -1.26 1.30
N 0.635037 -1.778868 -0.034237 1.39 0.82 -0.82
N -1.588585 -2.252087 0.211137 1.31 0.74 0.37
N -0.930512 -0.020222 0.142809 -3.01 -2.95 0.43
N -0.276654 2.126697 0.260774 1.56 2.01 0.56
N 1.278978 0.531797 -0.013725 2.33 -1.35 -0.80
O 3.908244 0.964192 -0.434821 0.55 -0.31 0.68
O -3.251571 -0.922325 -0.714375 0.71 1.00 -0.65
O -2.424665 2.192341 -0.525317 1.46 0.48 0.91
```
Positions in Å, forces in eV/Å.


ORCA calculation (the ωB97M-V functional and the def2-TZVPD basis) on 9 unconnected molecules or ions with the total composition C4H23N2O8 at a distorted geometry.

* maximum force: 7.4 eV/A
* expectation value of S²: 0.755
* LUMO (alpha / beta): 0.17 / 0.12 eV
* energy above the lowest of the compared OMol25 structures with the same formula, charge and spin: 28.2 kcal/mol
* highest occupied orbital energy (alpha / beta): -3.1307 / -7.4118 eV
* gap between HOMO and LUMO (alpha / beta): 3.3 / 7.5 eV
* multiplicity: 2

```
37
Properties=species:S:1:pos:R:3:forces:R:3
C -3.200635 2.606460 -0.464307 -0.51 4.98 -1.57
C -1.914274 2.025077 -0.729151 4.45 -1.40 -0.12
C -1.247486 1.413592 -1.744891 1.02 -0.94 -0.20
N 0.151023 1.041515 -1.331763 -2.23 -0.95 -4.76
C 0.317723 1.519436 -0.083156 1.65 0.92 2.87
N -0.856326 2.220004 0.262495 -0.96 -1.07 -2.75
H -2.931022 3.830762 -0.550381 -0.81 -2.66 0.57
H -3.491172 2.487886 0.570000 -0.57 -0.37 -0.03
H -4.005814 2.594168 -1.262237 0.96 -0.86 1.22
H -1.570461 1.183582 -2.785571 0.25 0.04 1.25
H 0.787491 0.545703 -2.083048 -1.47 1.44 2.51
H 1.174562 1.365034 0.641723 -1.51 0.35 -1.55
H -1.019543 2.611497 1.120435 -0.38 0.74 2.29
H 1.804196 -0.645595 -4.310036 -1.14 0.07 1.42
H 1.654151 -1.602326 -3.138190 -0.36 0.56 0.35
O 1.266173 -0.774113 -3.472369 1.26 -0.36 -1.96
H 0.357884 1.854987 3.858213 1.17 1.27 0.71
H -1.058667 1.486209 4.134695 -5.75 1.70 4.37
O -0.370272 1.320940 3.646215 4.59 -2.84 -4.94
H 1.402041 -1.878448 0.843420 -0.65 -1.15 -1.18
H 1.311457 -3.391791 0.684796 -0.06 -1.66 0.95
O 1.343623 -2.636590 0.141096 0.07 2.51 0.71
H -1.999209 -1.432033 1.215398 0.51 0.80 0.99
H -2.495434 -2.067401 0.118243 0.64 -2.46 -3.22
O -2.781545 -1.418360 0.677403 -1.63 2.60 2.93
H -1.942437 -3.749989 -0.804992 2.33 2.53 -0.43
H -0.586516 -2.664332 -0.791302 0.24 -0.91 0.38
O -1.517851 -2.821328 -0.983778 -1.97 -2.44 -0.58
H 3.602144 -1.746767 -1.865247 -0.56 0.97 0.66
H 2.618964 -2.020523 -0.745998 -0.39 0.21 0.08
O 2.944562 -1.279221 -1.291518 1.52 -0.91 -0.88
H 3.515726 0.198459 1.845967 -0.13 0.08 -0.65
H 3.126884 0.442301 0.312512 0.13 0.10 1.23
O 3.074975 0.809426 1.234081 0.35 -0.26 -0.61
H 1.095745 0.213577 1.963804 -0.74 -2.37 0.20
H 0.583884 -0.866201 3.064166 0.40 0.37 -1.74
O 0.855456 -0.775599 2.103269 0.27 1.38 1.48
```
Positions in Å, forces in eV/Å.


ORCA calculation (the ωB97M-V functional and the def2-TZVPD basis) on a single C3H4N4Se molecule at a distorted geometry.

* maximum force: 4.8 eV/A
* LUMO: 0.49 eV
* energy above the lowest of the compared OMol25 structures with the same formula, charge and spin: 1.8 kcal/mol
* highest occupied orbital energy: -9.1591 eV
* gap between HOMO and LUMO: 9.7 eV

```
12
Properties=species:S:1:pos:R:3:forces:R:3
C -1.331200 1.668172 0.484251 -0.25 -0.43 1.69
C -0.163594 -0.077546 -0.305035 1.34 0.35 0.53
C 0.436779 0.851288 1.694236 -0.72 -0.27 -4.75
N -1.192110 0.729951 -0.394661 -2.66 1.00 -1.56
N -0.519236 1.749828 1.533694 -0.32 1.11 1.93
N 0.707821 -0.026315 0.677430 1.06 -0.55 2.13
N -0.060580 -0.916829 -1.351595 -1.37 0.01 -1.67
Se 1.549089 1.103371 3.120032 0.05 0.81 1.74
H -2.227342 2.343653 0.521614 1.09 -0.59 -0.59
H -0.900739 -0.636093 -1.966950 2.40 -1.16 0.59
H 0.832187 -1.303276 -1.695712 -1.12 0.45 0.45
H 2.636788 0.279424 2.710134 0.49 -0.74 -0.49
```
Positions in Å, forces in eV/Å.


ORCA calculation (the ωB97M-V functional and the def2-TZVPD basis) on 6 unconnected molecules or ions with the total composition C5H24N2O6 at a distorted geometry.

* maximum force: 3.4 eV/A
* LUMO: 0.52 eV
* energy above the lowest of the compared OMol25 structures with the same formula, charge and spin: 14.8 kcal/mol
* highest occupied orbital energy: -9.4632 eV
* gap between HOMO and LUMO: 10.0 eV

```
37
Properties=species:S:1:pos:R:3:forces:R:3
C -1.875421 0.475034 1.226296 -0.87 0.40 0.27
N -1.291922 -0.760499 0.672991 0.95 0.27 0.49
C -1.876211 -1.986300 1.262940 1.04 -0.34 -0.78
O -1.224483 -3.080655 0.698542 0.46 -0.58 -0.20
C -1.321177 1.714157 0.501851 -0.42 0.45 -0.04
C 0.174609 1.984968 0.812681 0.07 -2.23 -0.31
C 1.034509 1.630997 -0.417254 -0.33 2.53 -1.00
N 2.457616 1.615893 -0.027150 -0.37 -0.48 0.35
H -3.015379 0.418239 1.048929 1.67 0.05 0.44
H -1.672595 0.605761 2.338347 -0.40 -0.35 -1.04
H -0.220598 -0.802458 0.807647 -2.18 0.05 -0.03
H -2.915652 -2.119088 0.958649 -0.15 0.54 0.19
H -1.793474 -2.018404 2.353623 -0.05 0.30 0.19
H -0.234461 -2.970358 0.736350 -0.73 0.15 0.23
H -1.471837 1.552639 -0.597631 0.19 0.39 0.89
H -1.902315 2.633070 0.791536 0.28 -1.00 -0.26
H 0.549213 1.329475 1.666030 -0.61 0.75 -0.80
H 0.321318 2.998628 1.100122 0.23 0.88 0.22
H 0.793651 2.439200 -1.277950 0.61 -1.96 1.88
H 0.736924 0.654389 -0.820902 0.35 0.27 0.21
H 2.834550 2.529432 0.198100 -0.25 0.01 -0.13
H 3.017156 1.217387 -0.753060 0.36 -0.11 -0.54
H -1.389231 -0.837428 -1.117966 0.36 0.16 0.17
H -1.726573 -1.475196 -2.487109 0.15 0.08 -0.20
O -1.150419 -0.805885 -2.097763 -0.72 -0.52 0.45
H 1.886979 -1.700652 1.222734 -1.07 -1.30 -0.97
H 1.496819 -2.089609 -0.244059 0.38 0.55 -2.06
O 1.340839 -2.353369 0.638511 0.80 0.54 3.26
H 2.664995 0.310179 1.321964 -0.14 0.19 0.26
H 2.365103 -0.029825 2.867938 0.40 -0.51 -1.49
O 2.611738 -0.421972 1.988316 -0.14 0.59 1.27
H 0.484050 -1.224016 -2.001321 0.48 -0.25 -0.05
H 1.483055 -2.265160 -2.447077 0.31 -2.00 -1.47
O 1.424292 -1.520269 -1.908897 -0.44 2.11 1.13
H -1.290299 1.895914 -3.516125 0.30 -0.15 0.25
H -0.721385 0.751506 -2.619524 -0.08 1.12 -0.52
O -0.583998 1.704288 -2.880320 -0.44 -0.59 -0.27
```
Positions in Å, forces in eV/Å.


ORCA calculation (the ωB97M-V functional and the def2-TZVPD basis) on 2 unconnected molecules or ions with the total composition C5H10O3 at a distorted geometry.

* maximum force: 3.8 eV/A
* LUMO (alpha / beta): 0.34 / 0.34 eV
* energy above the lowest of the compared OMol25 structures with the same formula, charge and spin: 109.2 kcal/mol
* highest occupied orbital energy (alpha / beta): -7.3541 / -7.3549 eV
* gap between HOMO and LUMO (alpha / beta): 7.7 / 7.7 eV

```
18
Properties=species:S:1:pos:R:3:forces:R:3
C -0.170473 -0.718549 0.180215 -3.31 0.98 -0.49
C 1.119519 -0.169222 -0.197631 0.35 0.68 0.55
C 2.293530 -0.410706 0.732013 -0.32 -0.14 -0.22
C 1.247378 1.045240 -1.082862 -0.12 -0.29 0.09
C -2.452239 -0.047850 -0.312391 3.61 -0.74 0.96
O 0.576903 -1.337873 -0.805007 0.31 -0.78 -0.62
O -2.556843 1.219265 0.157191 -0.56 0.05 -0.04
O -3.155267 -1.042946 0.271388 -0.41 0.15 0.03
H -0.321142 -1.276301 1.099927 0.07 -0.17 0.24
H 2.376897 0.408827 1.442653 0.06 0.10 0.06
H 3.219888 -0.481986 0.169566 0.20 0.03 -0.09
H 2.153984 -1.339073 1.283372 -0.01 -0.01 0.02
H 1.153648 1.955680 -0.494074 0.03 0.08 0.04
H 0.473923 1.036075 -1.844204 -0.11 0.03 -0.05
H 2.221830 1.039434 -1.567680 0.08 0.07 -0.10
H -2.466908 -0.100997 -1.388948 -0.10 0.02 -0.03
H -2.626865 1.235265 1.120690 0.12 -0.06 -0.16
H -3.087770 -1.014279 1.235782 0.12 -0.01 -0.19
```
Positions in Å, forces in eV/Å.


Q: Among the records above, which one has the lowest maximum force?
A: C30H40BrMnN3O4Se2Si2